1.
Entry from OMol25: a structure of composition C9H27FNaO12P3 at a distorted geometry (wB97M-V/def2-TZVPD).

Output
- ΔE to the lowest compared entry with this formula, charge and spin (kcal per mole) = 97.1
- Kohn-Sham gap (eV) = 7.67
- E_tot (eV) = -69345.882
- spin multiplicity = 1

XYZ file:
```
53
Properties=species:S:1:pos:R:3:nbo_charge:R:1
Na 0.954 2.276 -1.698 0.963
F 2.809 3.094 -2.720 -0.979
C 4.719 -0.681 -1.525 -0.257
O 3.955 -1.072 -0.331 -0.821
P 2.285 -0.729 -0.141 2.539
O 2.004 0.710 -0.434 -1.115
O 2.076 -1.332 1.380 -0.801
C 2.623 -0.595 2.447 -0.263
O 1.463 -1.737 -1.154 -0.769
C 1.612 -3.074 -1.118 -0.260
H 5.396 -1.507 -1.744 0.181
H 5.350 0.204 -1.446 0.208
H 4.153 -0.488 -2.437 0.204
H 2.160 -0.866 3.396 0.206
H 2.583 0.482 2.285 0.213
H 3.663 -0.911 2.369 0.190
H 2.204 -3.552 -1.898 0.185
H 0.621 -3.528 -1.097 0.179
H 2.025 -3.522 -0.214 0.190
C -1.297 -2.490 -4.423 -0.251
O -1.847 -1.215 -4.344 -0.791
P -1.721 -0.287 -2.912 2.542
O -0.374 0.430 -2.755 -1.091
O -2.953 0.708 -2.977 -0.787
C -2.617 1.894 -3.545 -0.265
O -2.142 -1.386 -1.825 -0.814
C -3.354 -1.583 -1.227 -0.255
H -2.082 -3.200 -4.162 0.167
H -0.443 -2.717 -3.785 0.191
H -1.198 -2.681 -5.491 0.201
H -2.246 1.738 -4.558 0.197
H -1.954 2.481 -2.910 0.181
H -3.442 2.590 -3.698 0.201
H -3.983 -1.916 -2.053 0.178
H -3.857 -0.681 -0.878 0.198
H -3.353 -2.485 -0.615 0.207
C -0.926 -0.674 3.908 -0.277
O -1.465 0.488 4.335 -0.779
P -0.700 1.842 3.786 2.533
O 0.757 1.611 3.861 -1.081
O -1.467 2.175 2.361 -0.784
C -1.123 1.460 1.211 -0.255
O -1.344 3.012 4.696 -0.778
C -0.633 4.136 5.009 -0.253
H -1.565 -1.452 3.490 0.180
H -0.477 -1.293 4.685 0.191
H -0.429 -0.635 2.938 0.183
H -0.860 2.062 0.341 0.171
H -1.900 0.740 0.953 0.180
H -0.272 0.783 1.296 0.196
H -0.443 4.053 6.080 0.187
H -1.267 4.988 4.765 0.187
H 0.322 4.332 4.522 0.197
```

2.
Entry from OMol25: a structure of composition C28H27N3NbSSi at a distorted geometry (wB97M-V/def2-TZVPD).

Output
- net charge = +3
- Kohn-Sham gap (spin up / spin down) (eV) = 4.54 / 4.53
- E_tot (eV) = -54178.368
- spin multiplicity = 1

XYZ file:
```
61
Properties=species:S:1:pos:R:3:nbo_charge:R:1
C 1.072 2.000 0.229 -0.301
C 0.134 2.122 -0.820 -0.303
C -1.159 1.939 -0.278 -0.249
H 0.349 2.315 -1.857 0.310
C -1.018 1.708 1.111 -0.264
C 0.359 1.744 1.427 -0.241
H 0.790 1.604 2.404 0.306
H 2.142 2.082 0.135 0.306
H -2.077 1.950 -0.839 0.314
H -1.820 1.529 1.808 0.300
Nb 0.000 0.000 0.000 1.695
C -1.494 -3.816 -5.440 -0.846
H -2.192 -3.821 -4.607 0.192
H -1.778 -3.039 -6.144 0.225
H -0.491 -3.622 -5.071 0.186
Si -0.082 -0.883 -2.354 0.857
C 1.585 -0.898 -3.269 -0.452
C 2.379 0.251 -3.322 -0.194
H 2.027 1.159 -2.848 0.187
C 3.617 0.254 -3.948 -0.206
H 4.208 1.162 -3.978 0.247
C 4.104 -0.910 -4.528 -0.115
H 5.074 -0.916 -5.010 0.254
C 3.336 -2.065 -4.489 -0.178
H 3.704 -2.976 -4.944 0.252
C 2.091 -2.052 -3.873 -0.129
H 1.499 -2.960 -3.859 0.222
C -1.235 0.182 -3.431 -0.364
C -0.833 0.706 -4.662 -0.208
H 0.131 0.429 -5.070 0.235
C -1.648 1.570 -5.384 -0.173
H -1.309 1.958 -6.336 0.253
C -2.896 1.926 -4.895 -0.140
H -3.533 2.598 -5.456 0.254
C -3.318 1.415 -3.674 -0.196
H -4.293 1.682 -3.283 0.241
C -2.494 0.562 -2.956 -0.276
H -2.838 0.188 -1.998 0.168
H -0.575 -2.296 -2.599 -0.071
H -1.518 -4.781 -5.937 0.245
N -0.427 -2.389 3.578 -0.429
C 0.643 -1.740 4.039 0.083
C 1.201 -1.854 5.305 -0.175
C 2.313 -1.056 5.592 -0.150
C 2.850 -0.195 4.607 -0.143
C 2.268 -0.110 3.322 -0.255
C 1.133 -0.888 3.065 0.142
N 0.322 -0.969 1.972 -0.619
C -0.587 -1.891 2.339 0.407
C -1.582 -2.250 1.404 0.088
C -2.546 -3.240 1.540 -0.402
S -3.380 -3.309 0.093 0.759
C -2.477 -2.082 -0.620 -0.133
N -1.536 -1.588 0.236 -0.579
H -1.014 -3.101 4.069 0.477
H 0.774 -2.520 6.046 0.254
H 2.760 -1.104 6.577 0.264
H 3.710 0.412 4.850 0.259
H 2.689 0.552 2.580 0.223
H -2.708 -3.876 2.399 0.297
H -2.643 -1.795 -1.633 0.284
```

3.
Entry from OMol25: a structure of composition C42H36AsCrF5NO5PS5Se at a distorted geometry (wB97M-V/def2-TZVPD).

Output
- net charge = -1
- ΔE to the lowest compared entry with this formula, charge and spin (kcal per mole) = 31.3
- Kohn-Sham gap (spin up / spin down) (eV) = 5.84 / 5.87
- E_tot (eV) = -287528.792
- spin multiplicity = 4

XYZ file:
```
98
Properties=species:S:1:pos:R:3:lowdin_spin:R:1
Cr -0.558 0.276 2.098 2.931
O 0.876 -0.711 3.563 0.013
C 0.390 -0.362 4.875 0.001
C -1.086 -0.667 4.971 0.002
N -1.817 -0.187 3.771 -0.016
C -2.666 -1.293 3.207 0.002
C -1.691 -2.258 2.590 0.006
O -1.616 -3.428 2.867 0.008
O -0.832 -1.623 1.795 0.011
C -2.626 1.029 3.969 0.004
C -2.971 1.596 2.609 0.008
O -3.933 2.299 2.449 0.010
O -2.092 1.287 1.658 0.037
H 0.780 -1.664 3.411 0.001
H 0.597 0.698 4.971 0.000
H 0.940 -0.895 5.650 0.000
H -1.498 -0.218 5.878 0.000
H -1.239 -1.743 5.036 0.000
H -3.297 -0.908 2.403 0.000
H -3.278 -1.749 3.983 -0.001
H -2.023 1.768 4.498 0.000
H -3.536 0.832 4.536 0.000
F -2.959 6.156 5.509 -0.001
C -2.133 5.308 4.887 -0.002
C -2.193 5.162 3.517 0.000
F -3.070 5.880 2.815 0.000
C -1.332 4.283 2.885 -0.001
F -1.421 4.216 1.555 0.000
C -0.405 3.525 3.589 0.007
Se 0.786 2.317 2.726 -0.001
C -0.370 3.701 4.960 -0.001
F 0.478 3.002 5.735 0.000
C -1.215 4.581 5.613 0.001
F -1.159 4.721 6.944 0.000
C 1.874 1.217 -0.643 -0.001
C 2.072 1.265 -2.155 -0.001
As 3.893 1.828 -2.643 0.000
C 4.853 0.326 -1.853 0.000
C 4.586 -0.999 -2.200 0.000
C 5.313 -2.031 -1.623 0.000
C 6.306 -1.751 -0.690 0.000
C 6.569 -0.437 -0.330 0.000
C 5.845 0.599 -0.915 0.000
C 3.890 1.163 -4.479 0.000
C 2.724 0.941 -5.206 0.000
C 2.787 0.464 -6.514 0.000
C 4.015 0.210 -7.105 0.000
C 5.186 0.444 -6.390 0.000
C 5.122 0.922 -5.090 0.000
P 0.332 0.331 -0.170 -0.010
C -0.944 1.193 -1.125 0.002
C -1.940 0.599 -1.888 -0.001
C -2.915 1.387 -2.489 0.000
C -2.905 2.761 -2.323 -0.001
C -1.927 3.359 -1.533 0.000
C -0.958 2.580 -0.929 -0.001
C 0.703 -1.359 -0.741 -0.003
C 0.192 -1.993 -1.866 -0.002
C 0.562 -3.301 -2.164 0.000
C 1.447 -3.982 -1.345 -0.002
C 1.979 -3.349 -0.227 0.000
C 1.609 -2.049 0.068 -0.001
H 1.811 2.221 -0.222 0.000
H 2.695 0.698 -0.142 0.000
H 1.376 1.977 -2.598 0.000
H 1.889 0.291 -2.615 0.000
H 3.811 -1.232 -2.924 0.000
H 5.097 -3.056 -1.900 0.000
H 6.872 -2.560 -0.242 0.000
H 7.338 -0.214 0.401 0.000
H 6.054 1.625 -0.638 0.000
H 1.753 1.133 -4.766 0.000
H 1.870 0.289 -7.064 0.000
H 4.063 -0.171 -8.118 0.000
H 6.150 0.252 -6.847 0.000
H 6.040 1.093 -4.540 0.000
H -2.040 -0.471 -1.958 0.000
H -3.704 0.907 -3.053 0.000
H -3.682 3.366 -2.774 0.000
H -1.944 4.428 -1.352 0.000
H -0.234 3.049 -0.272 0.000
H -0.497 -1.490 -2.523 0.000
H 0.139 -3.786 -3.035 0.000
H 1.716 -5.007 -1.569 0.000
H 2.672 -3.872 0.421 0.000
H 2.014 -1.574 0.957 0.000
C -3.645 -4.474 -2.356 0.000
S -4.365 -5.218 -0.879 0.000
C -5.441 -3.949 -0.325 0.000
C -5.139 -2.660 -0.063 0.000
S -3.652 -1.785 -0.209 0.000
S -6.525 -1.765 0.541 0.000
C -7.713 -3.003 0.579 0.000
S -9.280 -2.805 1.111 0.000
S -7.089 -4.469 -0.026 0.000
H -3.163 -5.294 -2.893 0.000
H -2.926 -3.703 -2.083 0.000
H -4.424 -4.039 -2.985 0.000
```

4.
Entry from OMol25: an isolated molecule of C2H5N3O at a distorted geometry (wB97M-V/def2-TZVPD).

Output
- ΔE to the lowest compared entry with this formula, charge and spin (kcal per mole) = 30.2
- Kohn-Sham gap (eV) = 10.46
- E_tot (eV) = -8672.332
- spin multiplicity = 1
- SMILES = [H]/N=C(/N)NC=O

XYZ file:
```
11
Properties=species:S:1:pos:R:3:nbo_charge:R:1
C -0.520 0.409 -0.464 0.576
C 1.232 -0.552 1.052 0.533
H -0.543 -1.596 -0.770 0.390
H -1.981 -1.073 -1.254 0.398
H -0.182 2.184 -0.805 0.318
H 0.635 1.457 0.671 0.390
H 2.085 -0.120 1.607 0.124
N -1.250 -0.845 -0.588 -0.852
N -0.806 1.441 -1.108 -0.671
N 0.321 0.454 0.689 -0.645
O 1.009 -1.759 0.969 -0.561
```